A structure of composition C3H7ClN2Si at a distorted geometry. Source: the Open Molecules 2025 dataset; level of theory: ωB97M-V/def2-TZVPD.

```
14
Properties=species:S:1:pos:R:3:lowdin_charge:R:1
C 0.85465 -0.95630 -1.44874 -0.26
C -0.61490 -0.76397 -1.42495 -0.15
C 0.54586 0.50670 1.90259 -0.19
N 1.65901 -0.22034 -0.79876 -0.01
N -0.85951 0.66049 -0.67769 -0.12
Si 0.70249 0.92307 0.05966 0.00
Cl 1.57948 2.80764 -0.08453 0.29
H 1.15571 -1.62951 -2.22950 0.10
H -1.08524 -0.88519 -2.31823 0.07
H -0.94163 -1.35186 -0.54069 0.12
H -0.15470 -0.21143 2.15261 -0.01
H 1.31254 -0.10291 2.38422 0.03
H 0.32174 1.45226 2.46520 0.04
H -1.42350 1.44205 -1.13579 0.09
```

Multiplicity   1
Frontier orbital gap   0.3824 hartree
Energy relative to the best compared isomer or geometry (same formula, charge and spin)   35.24 kcal/mol

---

The ion C3H7ClNO3S with charge -1 at a distorted geometry. Source: the Open Molecules 2025 dataset; level of theory: ωB97M-V/def2-TZVPD.

```
16
Properties=species:S:1:pos:R:3:lowdin_charge:R:1
C 0.14804 0.45392 1.65603 -0.09
C 1.25503 -0.46700 -0.39035 -0.13
C 0.20375 -0.68018 0.65613 -0.52
N -1.15824 -1.00373 0.17985 -0.17
O -2.67770 0.87036 -1.39555 -0.45
O -0.61501 0.27390 -2.49208 -0.46
O -1.24769 -1.96978 -0.67140 -0.13
S -1.25100 0.64812 -1.26031 0.47
Cl -0.32866 2.76566 -1.12945 -0.02
H -0.05101 1.35569 1.16660 -0.01
H -0.54212 0.20489 2.47470 0.08
H 1.21150 0.58643 2.09822 0.11
H 2.19890 -0.70733 0.04341 0.06
H 1.17813 0.49741 -0.79603 0.00
H 1.05796 -1.15533 -1.30894 0.11
H 0.61811 -1.67304 1.16918 0.17
```

Multiplicity   1
Frontier orbital gap   0.2875 hartree
Charge   -1
Structure (SMILES)   CC(C)N([O-])S(=O)(=O)Cl
Energy relative to the best compared isomer or geometry (same formula, charge and spin)   70.76 kcal/mol

---

A cluster of 2 separate species, C3H7ClO3S in total at a distorted geometry. Source: the Open Molecules 2025 dataset; level of theory: ωB97M-V/def2-TZVPD.

```
15
Properties=species:S:1:pos:R:3:lowdin_charge:R:1
C -1.04890 0.21286 -2.21832 -0.12
C 0.26255 -1.03734 0.29655 -0.30
C 1.45410 0.09065 2.19593 -0.65
O -1.00914 1.21550 0.02712 -0.17
O 1.22594 0.80125 -1.09643 -0.29
O 1.65221 1.19558 1.89811 0.01
S 0.00485 0.23706 -0.69876 0.65
Cl 0.07560 -0.21994 3.45587 0.46
H -1.28401 1.19873 -2.56790 0.06
H -0.60881 -0.29876 -3.03168 0.05
H -1.91993 -0.35397 -1.86487 0.07
H -0.58168 -1.42931 0.83904 0.02
H 0.74721 -1.96656 -0.12529 0.07
H 2.07917 -0.71663 1.92139 0.08
H -1.04915 1.07088 0.96924 0.07
```

Multiplicity   1
Frontier orbital gap   0.3510 hartree
Structure (SMILES)   C=[S@](C)(=O)O.O=CCl
Energy relative to the best compared isomer or geometry (same formula, charge and spin)   54.63 kcal/mol

---

A structure of composition C3H7ClOS at a distorted geometry. Source: the Open Molecules 2025 dataset; level of theory: ωB97M-V/def2-TZVPD.

```
13
Properties=species:S:1:pos:R:3:lowdin_charge:R:1
C -0.32918 -1.34978 0.64286 -0.16
C -0.08523 0.16702 0.51767 -0.10
C 1.75295 0.24196 -0.31108 -1.16
O 1.52216 0.32748 -1.69885 -0.16
S 2.37364 1.66907 0.53973 0.74
Cl 2.62698 -1.24778 0.04969 0.64
H 0.58618 -1.95226 0.78442 0.00
H -0.51737 -1.80002 -0.30068 0.06
H -1.07360 -1.47421 1.40830 0.07
H 0.01663 0.60108 1.48711 0.05
H -0.64055 0.76905 -0.12530 0.06
H 2.30402 0.08578 -2.26751 0.11
H 3.69220 1.57745 0.48528 -0.16
```

Multiplicity   1
Frontier orbital gap   0.3682 hartree
Energy relative to the best compared isomer or geometry (same formula, charge and spin)   50.51 kcal/mol

---

A cluster of 2 separate species, C3H7ClOS in total at a distorted geometry. Source: the Open Molecules 2025 dataset; level of theory: ωB97M-V/def2-TZVPD.

```
13
Properties=species:S:1:pos:R:3:lowdin_charge:R:1
C 1.02878 0.41200 -0.71524 -0.15
C 0.24761 0.86258 0.40834 -0.09
C -1.76372 -0.12413 -0.01882 -1.16
O -1.55308 -0.74460 -1.18877 -0.17
S -2.04376 -1.47008 1.12870 0.76
Cl -2.86631 1.26958 0.14368 0.56
H 1.64229 1.19834 -1.10379 0.08
H 0.33570 0.09658 -1.60139 0.10
H 1.59990 -0.32038 -0.32074 0.04
H -0.16600 1.79702 0.35662 0.01
H 0.50253 0.43473 1.45569 0.11
H -1.23702 -0.10510 -1.85432 0.09
H -2.25938 -2.36456 0.23631 -0.17
```

Multiplicity   1
Frontier orbital gap   0.3203 hartree
Energy relative to the best compared isomer or geometry (same formula, charge and spin)   79.66 kcal/mol

---

An isolated molecule of C3H7F at a distorted geometry. Source: the Open Molecules 2025 dataset; level of theory: ωB97M-V/def2-TZVPD.

```
11
Properties=species:S:1:pos:R:3:lowdin_charge:R:1
C -0.06664 1.34344 0.14950 -0.08
C 0.08456 -1.33524 0.17297 -0.07
C 0.60738 0.00753 -0.32078 -0.38
F 2.03532 0.05435 0.06880 -0.12
H -0.96441 1.68853 -0.45480 0.09
H -0.41280 1.25928 1.12145 0.03
H 0.77547 2.10182 0.20992 0.10
H 0.27416 -1.44318 1.22535 0.07
H 0.67282 -2.10358 -0.38368 0.09
H -0.97634 -1.51841 -0.09603 0.09
H 0.66074 0.30029 -1.60628 0.19
```

Multiplicity   1
Frontier orbital gap   0.4431 hartree
Structure (SMILES)   CC(C)F
Energy relative to the best compared isomer or geometry (same formula, charge and spin)   22.43 kcal/mol

---

The ion C3H7F2N2O with charge +1 at a distorted geometry. Source: the Open Molecules 2025 dataset; level of theory: ωB97M-V/def2-TZVPD.

```
15
Properties=species:S:1:pos:R:3:lowdin_charge:R:1
C 0.14930 0.34077 -0.43751 -0.15
C 0.05826 -1.45321 1.49200 0.04
C 0.44835 -0.05532 1.10522 -0.46
N -1.07966 0.72744 -0.82318 0.06
N 1.12298 0.31480 -1.32730 0.25
O -1.17595 1.05996 -2.21468 0.03
F -0.39647 0.85158 1.74110 0.06
F 1.69252 0.27805 1.51531 0.13
H -0.08905 -1.43491 2.53282 0.09
H 0.94140 -2.22210 1.15109 0.17
H -0.77946 -1.83650 0.97591 0.08
H -1.95898 0.94072 -0.23754 0.23
H 2.08460 0.11370 -1.08913 0.15
H 0.93828 0.71510 -2.26690 0.16
H -1.95612 1.65991 -2.11721 0.15
```

Multiplicity   1
Frontier orbital gap   0.4241 hartree
Charge   +1
Structure (SMILES)   CC(F)(F)C(=[NH2+])NO
Energy relative to the best compared isomer or geometry (same formula, charge and spin)   3.39 kcal/mol

---

An isolated molecule of C3H7F2P at a distorted geometry. Source: the Open Molecules 2025 dataset; level of theory: ωB97M-V/def2-TZVPD.

```
13
Properties=species:S:1:pos:R:3:lowdin_charge:R:1
C -1.83510 -0.29117 0.18696 -0.12
C -0.56601 0.50843 0.01634 -0.23
C 0.71752 -0.31101 0.06587 -0.71
F 0.62012 -1.29300 1.05915 -0.03
F 0.80454 -0.97239 -1.13509 -0.01
P 2.43620 0.68711 0.40275 0.87
H -1.98712 -0.93186 -0.64543 0.05
H -2.70386 0.38350 0.22196 0.07
H -2.03514 -1.11856 1.00075 0.12
H -0.55262 1.40762 0.69451 0.12
H -0.51394 0.91855 -1.05046 0.14
H 2.33911 1.29599 -0.92383 -0.08
H 3.27631 -0.28319 0.10652 -0.18
```

Multiplicity   1
Frontier orbital gap   0.4019 hartree
Structure (SMILES)   CCC(F)(F)P
Energy relative to the best compared isomer or geometry (same formula, charge and spin)   24.75 kcal/mol

---

An isolated molecule of C3H7F3O3Si at a distorted geometry. Source: the Open Molecules 2025 dataset; level of theory: ωB97M-V/def2-TZVPD.

```
17
Properties=species:S:1:pos:R:3:lowdin_charge:R:1
C 2.80116 -0.50208 -0.56389 -0.04
C -0.96903 1.59935 1.54969 -0.08
C -1.86361 -0.61069 -1.36727 -0.58
O 1.40321 -0.85933 -0.58742 -0.17
O 0.00656 0.82094 0.87080 -0.13
O -1.31125 -1.27178 -0.47533 0.05
F -1.04421 -0.09623 -2.40650 0.01
F -2.39636 0.56058 -0.90595 0.04
F 0.40717 -1.69935 1.58580 -0.02
Si 0.18121 -0.69520 0.39004 0.23
H 2.97248 -0.65734 0.59469 0.13
H 2.88143 0.43265 -1.04638 0.07
H 3.34357 -1.24414 -1.13005 0.08
H -1.65955 2.15995 1.00106 0.07
H -0.54885 2.26101 2.23422 0.07
H -1.48398 0.87670 2.14975 0.09
H -2.71997 -1.07504 -1.89325 0.17
```

Multiplicity   1
Frontier orbital gap   0.4473 hartree
Structure (SMILES)   CO[Si](F)(OC)OC(F)F
Energy relative to the best compared isomer or geometry (same formula, charge and spin)   12.45 kcal/mol

---

A structure of composition C3H7F8N4O17S8Tl at a distorted geometry. Source: the Open Molecules 2025 dataset; level of theory: ωB97M-V/def2-TZVPD.

```
48
Properties=species:S:1:pos:R:3:lowdin_charge:R:1
Tl -0.08106 0.56022 -0.04237 1.23
C -1.61076 -3.69207 0.25710 -0.02
C -1.54578 -2.72006 1.43232 -0.49
C -0.16889 -2.88572 2.16501 0.01
O -1.77938 -1.41296 1.18985 0.00
H -2.62292 -3.65697 -0.14627 0.09
H -1.43431 -4.67844 0.68921 0.08
H -0.84432 -3.51122 -0.49387 0.09
H -2.21064 -2.98654 2.27271 0.19
H 0.68764 -2.63946 1.52997 0.09
H 0.01875 -3.86651 2.59221 0.09
H -0.13034 -2.07198 2.89284 0.07
N 1.69371 0.38858 2.13083 -0.34
S 1.71836 0.38605 3.83000 0.52
O 1.89517 1.66094 4.48709 -0.26
O 2.18285 -0.76424 4.51039 -0.26
F 0.13048 0.22891 3.99116 -0.22
S 3.23917 0.23996 1.95770 0.43
O 3.62059 -1.10898 1.63745 -0.28
O 4.11662 1.12892 2.66369 -0.25
F 3.30131 0.87590 0.46552 -0.23
N -1.62000 0.41030 -2.31977 -0.34
S -2.12920 -0.96435 -3.14188 0.53
O -1.84339 -1.13057 -4.54130 -0.24
O -3.29062 -1.54195 -2.51002 -0.29
F -0.98430 -1.88584 -2.45567 -0.24
S -2.45345 1.41201 -3.25810 0.47
O -3.89855 1.28936 -3.45489 -0.28
O -1.77941 1.95073 -4.41813 -0.27
F -2.38746 2.59121 -2.19378 -0.21
N -0.97564 3.04607 0.93233 -0.34
S -1.53256 3.30160 2.35566 0.42
O -2.95331 3.51749 2.49716 -0.27
O -0.67142 4.02670 3.24560 -0.26
F -1.32030 1.78541 2.84589 -0.24
S -1.33343 4.61527 0.32939 0.57
O -0.68133 5.72711 0.99486 -0.27
O -2.65119 4.75164 -0.23945 -0.27
F -0.40335 4.45300 -0.97093 -0.20
N 1.96172 -0.48131 -1.75431 -0.33
S 3.05874 -1.60133 -1.94348 0.44
O 4.41566 -1.12280 -1.73956 -0.28
O 2.85471 -2.66519 -2.86747 -0.27
F 2.72382 -2.43204 -0.58330 -0.23
S 2.03028 0.07267 -3.40967 0.55
O 1.19491 -0.68385 -4.29240 -0.26
O 3.26602 0.59540 -3.87541 -0.25
F 1.22681 1.48890 -3.24392 -0.22
```

Multiplicity   1
Frontier orbital gap   0.1342 hartree
Charge   -2
Energy relative to the best compared isomer or geometry (same formula, charge and spin)   3.16 kcal/mol

---

A cluster of 2 separate species, C3H7FIN2 in total at a distorted geometry. Source: the Open Molecules 2025 dataset; level of theory: ωB97M-V/def2-TZVPD.

```
14
Properties=species:S:1:pos:R:3:lowdin_charge:R:1
C 0.28534 0.12274 0.29980 -0.21
C -1.87482 -0.06376 -0.77276 -0.09
C 2.07714 -0.86632 0.61796 -0.64
N 0.17520 1.37527 0.62972 0.19
N -0.63738 -0.52824 -0.37244 0.00
F 1.80477 -2.00970 -0.10242 -0.08
I 3.61162 0.32478 -0.07198 0.99
H -2.45330 0.57044 -0.02632 0.12
H -2.52715 -0.84643 -1.16485 0.11
H -1.92100 0.69289 -1.60217 0.12
H 2.02821 -0.97719 1.68172 0.05
H 0.69463 2.05738 1.15371 0.14
H -0.79607 1.65874 0.29638 0.14
H -0.46718 -1.51059 -0.56634 0.16
```

Multiplicity   1
Frontier orbital gap   0.3671 hartree
Charge   +1
Energy relative to the best compared isomer or geometry (same formula, charge and spin)   44.46 kcal/mol

---

A structure of composition C3H7FIS. Source: the Open Molecules 2025 dataset; level of theory: ωB97M-V/def2-TZVPD.

```
13
Properties=species:S:1:pos:R:3:lowdin_charge:R:1
C 1.30720 -0.40801 -0.42187 -0.09
C 0.58443 0.64755 0.42731 -0.32
C -0.95157 0.65047 0.34937 -0.98
I -1.74962 1.80979 -1.24854 1.03
S -1.76738 -0.92857 0.21875 1.11
F -0.76941 -1.96498 0.82139 -0.28
H 1.55308 -1.27119 0.18863 0.08
H 0.74936 -0.70588 -1.30564 0.07
H 2.26202 -0.00049 -0.73718 0.09
H 0.89376 1.63325 0.08990 0.10
H 0.87323 0.59298 1.47387 0.12
H -1.37418 1.07662 1.25513 0.06
H -1.61093 -1.13155 -1.11111 0.01
```

Multiplicity   1
Frontier orbital gap   0.3347 hartree
Charge   +1

---

A cluster of 2 separate species, C3H7FNO in total at a distorted geometry. Source: the Open Molecules 2025 dataset; level of theory: ωB97M-V/def2-TZVPD.

```
13
Properties=species:S:1:pos:R:3:lowdin_charge:R:1
C -1.93611 1.35818 -0.90268 -0.07
C 0.63774 -1.51835 1.33433 0.06
C 1.76316 0.11888 0.08921 -0.06
N -0.79200 0.91226 -1.23784 0.01
O 1.50318 -1.09804 0.23484 0.09
F 1.36491 1.06619 0.89153 0.21
H -2.25300 1.32783 0.10465 0.05
H -2.52746 1.91550 -1.68007 0.10
H 0.60415 -2.65704 1.45932 0.15
H -0.36607 -1.16674 0.95474 0.12
H 2.31692 0.41085 -0.74896 0.17
H 0.89222 -1.01224 2.25737 0.11
H -0.61273 0.84266 -2.23356 0.05
```

Multiplicity   1
Frontier orbital gap   0.3152 hartree
Charge   +1
Energy relative to the best compared isomer or geometry (same formula, charge and spin)   56.73 kcal/mol

---

A structure of composition C3H7FNdO2 at a distorted geometry. Source: the Open Molecules 2025 dataset; level of theory: ωB97M-V/def2-TZVPD.

```
14
Properties=species:S:1:pos:R:3:lowdin_charge:R:1
Nd 2.19778 1.65997 -0.41127 2.10
F 3.55392 0.21595 0.45078 -0.60
O 0.03505 1.94757 -0.27081 -0.48
C -1.22004 1.37727 -0.15181 -0.30
C -1.22154 -0.10590 0.20529 -0.21
O -0.50957 -0.93197 -0.68967 -0.18
C 0.67392 -1.52800 -0.21301 -0.13
H -1.78241 1.48612 -1.10217 0.13
H -1.82310 1.88669 0.62977 0.13
H -2.26025 -0.47104 0.19872 0.14
H -0.82037 -0.23463 1.23043 0.13
H 1.19095 -2.34769 -0.74657 0.11
H 1.58182 -0.88963 0.16041 0.04
H 0.40384 -2.06472 0.70994 0.10
```

Multiplicity   4
Frontier orbital gap (alpha / beta)   0.2693 / 0.2809 hartree
Charge   +1
Energy relative to the best compared isomer or geometry (same formula, charge and spin)   0.00 kcal/mol

---

An isolated molecule of C3H7FO at a distorted geometry. Source: the Open Molecules 2025 dataset; level of theory: ωB97M-V/def2-TZVPD.

```
12
Properties=species:S:1:pos:R:3:lowdin_charge:R:1
C 0.27445 -0.41369 -1.09767 -0.09
C 0.47745 0.46083 -0.09022 -0.56
C -0.94930 0.30374 0.59783 -0.14
H 0.18500 -1.38810 -0.53306 0.14
H -0.61750 -0.43804 -1.59874 0.08
H 1.14981 -0.40008 -1.48826 0.05
H 0.44146 1.69100 -0.26083 0.21
H 1.16698 -0.67036 1.20320 0.01
H -1.14623 1.21755 1.33056 0.15
H -1.61427 0.39635 -0.27769 0.11
O 1.34885 0.02218 0.75279 0.09
F -0.71670 -0.78137 1.46210 -0.06
```

Multiplicity   1
Frontier orbital gap   0.4003 hartree
Structure (SMILES)   C[C@H](O)CF
Energy relative to the best compared isomer or geometry (same formula, charge and spin)   90.32 kcal/mol

---

A structure of composition C3H7FO2Pd at a distorted geometry. Source: the Open Molecules 2025 dataset; level of theory: ωB97M-V/def2-TZVPD.

```
14
Properties=species:S:1:pos:R:3:lowdin_charge:R:1
Pd -0.93094 -0.58160 0.92777 1.12
F -2.16669 -1.39937 0.19571 -0.47
O 0.52901 -0.56139 1.72779 -0.40
C 1.63688 -0.12359 1.01479 -0.30
C 1.31692 0.68834 -0.24106 -0.26
O 0.58304 -0.00439 -1.22403 -0.21
C -0.83846 0.26636 -1.25509 -0.29
H 2.27091 -0.97841 0.69774 0.13
H 2.28163 0.52860 1.64173 0.13
H 2.26599 0.98940 -0.71282 0.13
H 0.76977 1.60425 0.06166 0.13
H -1.78436 0.82317 -1.46177 0.07
H -1.96842 -0.88366 -0.92071 0.16
H -0.82168 0.35503 -2.35957 0.07
```

Multiplicity   3
Frontier orbital gap (alpha / beta)   0.3234 / 0.2642 hartree
Energy relative to the best compared isomer or geometry (same formula, charge and spin)   44.89 kcal/mol

---

A cluster of 3 separate species, C3H7FOS in total at a distorted geometry. Source: the Open Molecules 2025 dataset; level of theory: ωB97M-V/def2-TZVPD.

```
13
Properties=species:S:1:pos:R:3:lowdin_charge:R:1
C -1.27243 -3.00299 0.87777 -0.25
C -1.68285 -3.87298 1.73214 0.02
C -0.10673 3.08785 -1.12298 -0.45
O -1.10312 -1.98439 0.31129 0.12
F -2.21933 -0.90731 -1.86230 -0.15
S 1.05945 2.43979 -2.39142 0.64
H -2.41602 -4.64802 1.43141 0.08
H -1.07229 -4.00587 2.66637 0.10
H -1.76495 -0.96403 -0.97115 0.08
H -1.13972 2.81978 -1.44262 0.05
H 0.11894 2.64197 -0.25105 -0.04
H 0.09624 4.16562 -1.09448 0.03
H 0.49887 1.30281 -2.29927 -0.22
```

Multiplicity   1
Frontier orbital gap   0.3385 hartree
Structure (SMILES)   C=C=O.CS.F
Energy relative to the best compared isomer or geometry (same formula, charge and spin)   44.81 kcal/mol